No. 1
Below is C30H54N3O2S4SbSi3Ti as an isolated structure, with properties calculated with the ωB97M-V functional and the def2-TZVPD basis.

Computed properties:
ΔE to the lowest compared entry with this formula, charge and spin in kJ/mol: 156.3
Charge: +2

XYZ file:
```
98
Properties=species:S:1:pos:R:3:forces:R:3:mulliken_charge:R:1
Ti -0.948706 0.312019 -0.747037 -0.5427 2.6381 -0.3210 -0.399
C 2.597944 2.954794 1.089195 -0.0316 -0.1267 -0.2638 -1.053
C 3.757401 1.973291 1.175681 -0.1536 -0.1646 -0.0188 -1.112
S 3.775872 0.899341 -0.275539 0.0741 -0.0278 0.0455 0.314
C 5.095828 -0.274043 0.180047 -0.3286 -0.0185 -0.0012 -1.172
C 4.710134 -1.394223 1.149473 -0.1381 0.0206 -0.0461 -0.634
S 3.305903 -2.390252 0.552770 -0.0252 -0.0397 0.1173 -0.112
C 2.630962 -3.037083 2.122675 -0.0398 0.4634 -0.1567 -0.808
C 1.909281 -2.008490 3.039074 0.0101 0.1164 -0.1494 -0.839
S 1.684861 -0.425917 2.174051 -0.0046 -0.0424 -0.2031 0.081
C 0.691270 0.521447 3.362434 0.1441 -0.2144 -0.2319 -0.777
C 0.678997 1.998545 2.927043 0.0016 -0.3219 -0.2575 -1.472
S 0.856042 2.344091 1.118398 0.1986 -0.0188 0.3523 0.521
H 2.663957 3.512097 0.156568 0.0091 0.0453 0.1297 0.141
H 2.656017 3.664011 1.912445 -0.0401 0.0926 -0.0041 0.639
H 3.689974 1.361055 2.071970 0.0078 -0.0061 0.0698 0.406
H 4.688009 2.542057 1.201860 -0.0401 0.1030 0.0542 0.650
H 5.913275 0.308590 0.603900 0.1031 -0.0686 -0.0515 0.499
H 5.436427 -0.686961 -0.770295 0.0562 -0.0177 0.0313 0.443
H 4.443191 -0.983759 2.122947 0.0119 0.0323 -0.0043 0.337
H 5.557809 -2.067185 1.276082 0.0995 0.0953 0.0414 0.550
H 3.441035 -3.519938 2.662406 -0.0344 -0.0819 0.0612 0.413
H 1.937154 -3.807461 1.793502 -0.0121 -0.0491 0.0602 0.377
H 2.492602 -1.808039 3.935017 0.0215 -0.1081 0.0768 0.406
H 0.926236 -2.372624 3.342011 0.0889 -0.1277 0.0273 0.474
H 1.158810 0.428175 4.341549 -0.1125 0.1202 0.1043 0.709
H -0.310457 0.090881 3.416608 -0.0120 0.0978 0.0104 0.207
H 1.504929 2.517427 3.406681 0.0097 0.1193 -0.0676 0.531
H -0.240528 2.500392 3.219359 0.0183 -0.0305 0.1771 0.717
C -3.554925 3.443333 -3.258086 0.0641 0.0871 0.1866 -1.136
Sb -1.842949 2.825978 -2.120530 -0.0296 0.1539 -0.6473 0.636
C -2.652901 0.734708 -1.788879 0.6332 -0.1654 0.5624 1.021
C -3.331923 1.062154 -0.514097 -0.1727 0.1700 0.2141 0.159
C -4.693969 1.138697 -0.238367 -0.0362 -0.0525 -0.0600 -0.883
C -5.095456 1.410508 1.056788 0.0212 0.0014 -0.0114 -0.746
C -4.135929 1.592892 2.053210 -0.1600 0.0209 -0.0291 -1.190
C -2.808126 1.533465 1.709839 0.3805 0.1359 0.0708 -0.015
N -2.413706 1.304548 0.448031 -0.4168 -0.2374 -0.0365 1.028
Si -3.502160 -0.733125 -2.727686 0.1867 -0.2049 -0.1319 1.047
C -2.206166 -1.653170 -3.734019 -0.1349 0.0213 -0.0418 -1.107
C -4.941651 -0.120170 -3.750028 -0.0295 0.0959 -0.0241 -1.274
C -4.148694 -1.896706 -1.390226 -0.0140 0.0622 -0.0218 -1.271
C -0.251036 2.699600 -3.587145 -0.1375 0.0231 -0.0329 2.245
C 0.696133 1.628166 -3.184583 0.0426 -0.0474 -0.0226 -2.605
C 1.963875 1.592527 -3.783594 -0.0688 0.0579 -0.0322 -0.616
C 2.813598 0.522071 -3.639637 -0.0332 0.0033 -0.0304 -1.066
C 2.401469 -0.556234 -2.864845 0.1870 -0.0829 -0.1106 -1.525
C 1.219654 -0.445586 -2.198384 0.0307 0.1011 0.0654 -0.394
N 0.373893 0.626565 -2.296335 0.5321 0.0216 -0.5176 2.307
Si 0.564743 4.471575 -3.423829 0.2829 0.0189 0.1702 0.373
C -0.759642 5.781226 -3.218743 -0.1946 -0.1934 -0.0544 -1.228
C 1.571872 4.404332 -1.848189 0.0111 0.0508 -0.1637 -1.072
C 1.691173 4.921724 -4.850725 -0.0051 -0.0122 -0.0922 -1.124
Si -0.797977 2.492106 -5.453737 -0.1115 -0.0955 0.0148 -0.054
C -1.480622 4.102543 -6.115360 0.0264 0.1046 0.0612 -1.079
C -2.147170 1.200146 -5.570725 0.0421 -0.0554 -0.0773 -0.505
C 0.589265 1.896715 -6.555878 0.1270 0.0800 0.0145 -1.201
H -4.430903 3.228789 -2.649314 -0.0323 -0.0240 -0.0016 0.471
H -3.602182 2.897942 -4.194043 -0.0219 0.0022 -0.0149 0.228
H -3.504766 4.515627 -3.436823 0.0465 -0.0267 0.0212 0.453
H -5.409015 0.988716 -1.036961 -0.0024 -0.0468 0.0680 0.410
H -6.150043 1.477976 1.296839 0.0574 0.0017 -0.0105 0.545
H -4.421122 1.788024 3.077460 0.0167 0.0269 -0.0357 0.519
H -2.030463 1.701735 2.442309 0.0089 -0.0807 -0.0219 -0.025
H -1.220327 -1.188880 -3.688023 0.0195 0.0228 -0.0769 0.051
H -2.498345 -1.719733 -4.784053 0.0436 0.0283 0.0450 0.422
H -2.112336 -2.673923 -3.355513 0.0144 0.0791 -0.0099 0.404
H -4.714057 0.760972 -4.351922 -0.0520 -0.0933 0.0172 0.237
H -5.809238 0.110313 -3.125593 0.0470 -0.0167 -0.0301 0.410
H -5.246950 -0.918824 -4.435060 0.0225 0.0532 0.0584 0.444
H -3.634565 -2.856918 -1.455050 -0.0221 0.0215 0.0013 0.388
H -5.217498 -2.086526 -1.521837 0.0562 0.0386 0.0030 0.426
H -4.012413 -1.522552 -0.374290 -0.0478 -0.0524 0.0228 0.239
H 2.241805 2.427548 -4.412226 0.0004 -0.1050 -0.0003 0.372
H 3.776069 0.512437 -4.136192 -0.0378 0.0184 0.0024 0.551
H 3.000496 -1.449630 -2.750204 -0.0384 0.0436 0.0359 0.611
H 0.928426 -1.263156 -1.556434 -0.0676 -0.0115 0.1895 0.518
H -1.307771 5.679933 -2.275465 0.0396 0.0939 -0.0322 0.334
H -1.482088 5.800628 -4.037224 0.0688 0.0581 0.0854 0.371
H -0.264556 6.755703 -3.195553 0.0003 -0.0366 0.0324 0.495
H 0.949698 4.113810 -0.997753 -0.0183 0.0375 -0.0205 0.071
H 2.008335 5.382409 -1.624580 -0.0259 -0.0464 -0.0258 0.670
H 2.392623 3.687565 -1.950388 -0.0366 0.0440 0.0326 0.396
H 1.354408 4.550222 -5.819968 0.0873 0.0955 0.0848 0.331
H 2.716775 4.577930 -4.689218 -0.0687 0.0164 -0.0010 0.394
H 1.730776 6.013914 -4.922122 0.0063 -0.0755 0.0197 0.507
H -2.401601 4.405283 -5.610808 0.0622 -0.0124 -0.0819 0.350
H -1.729560 3.930814 -7.168134 0.0062 -0.0056 0.0682 0.518
H -0.780727 4.940394 -6.081961 -0.1146 -0.0723 -0.0496 0.353
H -2.600406 0.992154 -4.604102 -0.0054 -0.0411 -0.0550 -0.870
H -1.746892 0.264017 -5.966476 -0.0276 0.0237 0.0541 0.506
H -2.935165 1.530768 -6.255537 0.0415 -0.0281 0.0680 0.538
H 1.441867 2.574799 -6.636885 -0.0649 -0.0892 -0.0148 0.331
H 0.165817 1.791161 -7.561248 0.0027 0.0073 0.0764 0.494
H 0.959242 0.913008 -6.258574 -0.0258 0.0235 -0.0287 0.377
O -0.957593 -0.700602 1.072872 -0.0986 -0.4832 0.4213 -0.211
N -1.273963 -1.723915 0.486606 -0.0161 -0.5799 0.0893 -0.071
O -1.137903 -1.542550 -0.819092 -0.1852 -1.3514 0.2107 -0.322
```
Positions in Å, forces in eV/Å.

***

No. 2
Below is one molecule with the formula CH2O4S, with properties calculated with the ωB97M-V functional and the def2-TZVPD basis.

Computed properties:
ΔE to the lowest compared entry with this formula, charge and spin in kJ/mol: 243.6
Charge: 0

XYZ file:
```
8
Properties=species:S:1:pos:R:3:forces:R:3:nbo_charge:R:1
C -0.236252 1.341386 0.555360 -5.8117 -0.7664 -0.7973 0.634
O 0.914195 0.703231 0.557196 1.3501 -1.5395 0.9332 -0.726
O 1.585948 -1.820212 0.290067 -0.7937 1.0086 0.6270 -0.846
O -0.828153 1.555937 -0.512515 1.6558 0.9738 3.8068 -0.528
O -0.616197 -0.883541 -0.751181 1.2710 0.0868 1.4283 -0.956
S 1.086603 -0.681735 -0.429757 -1.0529 -0.9935 -2.8598 1.751
H -0.862248 1.221268 1.727044 2.0469 1.1204 -3.3542 0.141
H -1.043893 -1.436334 -1.436213 1.3345 0.1099 0.2161 0.531
```
Positions in Å, forces in eV/Å.

***

No. 3
Below is a 5-piece molecular cluster, C17H33Br2ClN9O10 overall, with properties calculated with the ωB97M-V functional and the def2-TZVPD basis.

Computed properties:
Charge: -1

XYZ file:
```
72
Properties=species:S:1:pos:R:3:forces:R:3:mulliken_charge:R:1
C -2.253468 -3.266519 0.274705 -0.6317 0.7961 0.5129 -0.711
C -1.383614 -2.202661 0.059142 -0.1481 -0.5149 0.0414 -0.270
C -1.704173 -0.793002 -0.578591 -0.8971 0.4839 3.7149 1.744
C -3.227553 -0.397053 -0.551212 -4.1111 2.9021 -0.0885 0.118
O -4.160495 -1.241389 -0.554551 1.9312 -1.5927 0.0321 -0.695
O -3.606462 0.848975 -0.633123 2.9199 -1.8454 0.0496 -0.701
C -0.842923 0.168341 0.346862 1.6887 -0.0101 -1.3689 -0.952
Br -1.650392 1.313926 1.715192 0.1950 -0.9982 -0.9712 -0.156
C 0.526478 0.241576 0.299626 -1.1467 1.1632 1.1593 0.304
C 1.319549 1.216037 1.248342 0.8667 -0.9231 -0.9111 -1.506
Br 1.631146 -0.836863 -0.886381 -0.3688 0.5661 0.6080 -0.087
N -1.281545 -0.840459 -1.979378 -0.1847 -0.3579 -1.1381 0.891
C -1.790424 -2.028361 -2.694008 -0.4176 -0.5949 -0.6616 -1.391
O -0.770463 -3.044228 -2.855278 -0.1063 0.5488 -0.4026 -0.346
C -0.100333 -2.855462 -4.111969 -0.3713 1.0103 0.0947 0.087
O 1.239212 -3.283867 -4.072538 -1.4272 -0.7471 -0.4673 -0.156
C 1.444105 -4.580103 -4.642459 1.2673 -1.2813 -0.6433 -0.506
C 1.869585 -5.651813 -3.582693 -0.4605 0.8590 0.2312 -0.316
O 1.888308 -6.936409 -4.248890 -0.0037 0.4111 0.6884 -0.533
C -1.574308 0.314785 -2.821594 0.2263 0.9949 -1.7588 -0.769
C -0.937175 1.692580 -2.427804 -0.5063 -0.5429 0.6579 0.160
O -1.386334 2.528857 -1.742228 0.0074 -0.0431 -0.2570 -0.339
Cl 0.713727 2.068275 -3.189768 -0.2048 -0.4474 -0.1308 -0.277
H -2.194421 -4.209568 -0.321342 1.2678 -0.0444 1.7405 0.241
H -3.096371 -3.195908 1.012790 -0.2909 0.4955 -2.1679 0.216
H -0.321495 -2.359732 0.396983 -0.5319 -0.2015 -2.1984 0.178
H 0.926983 2.258194 1.208760 0.0302 -0.9498 0.1613 0.477
H 1.340237 0.792698 2.289371 -0.2273 0.6085 -0.9199 0.183
H 2.383998 1.245120 0.900433 -0.9046 -0.0878 0.3375 0.391
H -2.114342 -1.780140 -3.747795 0.2324 0.2908 1.1255 0.577
H -2.720359 -2.453478 -2.224562 1.2099 0.2688 -0.0596 0.490
H -0.073418 -1.758951 -4.385262 0.0495 -0.9202 0.5322 -0.019
H -0.734744 -3.354802 -4.891819 0.8334 0.0312 0.3587 0.204
H 0.576916 -4.990703 -5.218627 0.2779 0.5912 0.7198 0.323
H 2.290540 -4.497838 -5.375176 -0.8674 -0.0138 0.7277 0.363
H 2.872121 -5.387029 -3.154469 -0.7792 -0.2270 -0.4646 0.219
H 1.114270 -5.631587 -2.751824 0.5679 -0.1082 -0.6306 0.269
H 1.874470 -7.608349 -3.550486 0.0390 0.2679 -0.3766 0.306
H -2.667300 0.509461 -3.046057 0.8774 0.0143 0.8736 0.473
H -1.129777 0.101102 -3.837542 -0.2676 0.1164 1.1240 0.519
C -3.157149 3.571109 4.999473 -0.0367 -0.0348 -0.0725 0.642
O -2.500459 3.347777 6.006802 -0.0064 0.0027 -0.0011 -0.685
N -3.399015 2.620244 4.055482 0.0178 -0.3226 0.0284 -0.367
N -3.702463 4.789880 4.734371 0.0102 0.3858 0.2905 -0.321
H -3.934530 2.782599 3.221969 0.0486 -0.0436 -0.0011 0.164
H -3.012341 1.706420 4.215360 -0.0592 0.0625 -0.0713 0.190
H -3.545697 5.523302 5.410064 -0.0103 0.0598 -0.1485 0.251
H -4.242897 4.991096 3.914218 0.0440 -0.0921 0.0075 0.164
C -2.334570 8.297198 6.369142 0.0487 -0.1187 -0.0922 0.628
O -3.195408 7.458458 6.167143 -0.0971 0.0627 0.0629 -0.677
N -2.318642 9.076406 7.486697 -0.2018 0.1530 0.3749 -0.407
N -1.316687 8.526082 5.495673 0.1449 -0.0463 -0.3637 -0.373
H -1.620532 9.771266 7.672496 -0.0074 -0.0534 -0.0426 0.157
H -3.055636 8.934076 8.154390 0.0786 -0.0116 -0.0632 0.217
H -1.296339 7.968011 4.659550 0.0189 0.0141 0.0961 0.220
H -0.598576 9.209967 5.641998 -0.0376 -0.0406 0.0287 0.165
C 4.385617 -2.282514 -4.842009 -0.3540 0.1320 0.1789 0.635
O 4.025216 -3.442040 -4.727496 0.6203 -0.0345 -0.0727 -0.605
N 5.635826 -1.937510 -5.269974 0.4814 -0.1263 -0.2058 -0.436
N 3.568695 -1.238329 -4.550646 -0.3295 0.1412 0.0290 -0.229
H 5.949583 -0.990652 -5.369617 -0.0670 -0.0259 0.0406 0.141
H 6.265996 -2.686692 -5.493709 -0.0711 0.0692 0.0371 0.232
H 2.638411 -1.461161 -4.230602 0.0728 -0.0847 0.0311 0.093
H 3.838567 -0.276279 -4.634412 0.0227 -0.0484 0.0531 0.164
C 3.305590 -1.460822 2.825370 0.0438 0.0931 -0.2071 0.721
O 3.830127 -0.676924 2.056073 0.1178 -0.0166 0.1341 -0.614
N 3.143736 -2.781000 2.529604 0.1316 -0.3856 -0.1724 -0.408
N 2.832613 -1.085077 4.048597 -0.0194 0.2562 0.3664 -0.406
H 2.713359 -3.442918 3.147305 -0.0440 0.0727 -0.0329 0.156
H 3.478370 -3.093661 1.635023 -0.1133 0.0760 0.0334 0.213
H 2.933328 -0.117866 4.301032 -0.0453 -0.0866 -0.0425 0.224
H 2.396143 -1.714103 4.695853 -0.0352 0.0227 -0.0777 0.152
```
Positions in Å, forces in eV/Å.

***

| no. | HOMO-LUMO gap (eV) | E_HOMO (hartree) |
| --- | --- | --- |
| 1 | 5.9 | -0.4696 |
| 2 | 10.6 | -0.3899 |
| 3 | 6.2 | -0.1572 |